16
Properties=species:S:1:pos:R:3:forces:R:3:nbo_charge:R:1 method="wB97M-V/def2-TZVPD" orbital_gap_ev=9.8806 smiles="C=C/C=N/C(=C)C" homo_energy_ev=-8.8
C -2.7104 -0.6406 1.8762 -0.22 0.16 -0.29 -0.438
C -2.3846 -0.5528 0.5931 2.47 2.44 0.56 -0.218
C -0.7750 0.2176 0.1681 -7.65 -2.65 2.53 0.101
N -0.3234 -0.6137 -0.6036 6.64 2.62 -1.95 -0.351
C 1.2179 0.2297 -0.8883 -1.42 -1.70 -0.86 0.167
C 1.2602 1.3478 -1.6043 -0.43 -0.10 0.51 -0.471
C 2.4013 -0.5224 -0.3811 0.00 -0.31 -0.07 -0.678
H -2.0148 -0.3424 2.6583 -0.15 0.11 -0.08 0.189
H -3.7063 -0.9463 2.1975 0.29 -0.33 -0.01 0.199
H -3.0340 -0.8657 -0.2194 0.26 0.13 -0.05 0.200
H -0.6426 1.1571 0.7007 0.78 -0.03 -0.38 0.202
H 2.2060 1.8174 -1.8755 -0.11 -0.17 0.28 0.211
H 0.3657 1.8996 -1.8741 -0.03 -0.27 -0.24 0.209
H 2.3795 -1.5545 -0.7445 -0.06 0.07 0.12 0.232
H 2.4132 -0.5525 0.7130 -0.07 -0.04 -0.09 0.223
H 3.3475 -0.0782 -0.7162 -0.30 0.08 0.04 0.222